<a>
Below is C22H26N4O4 as an isolated structure, with properties calculated with wB97M-V/def2-TZVPD.

Geometry as XYZ:
```
56
Properties=species:S:1:pos:R:3:lowdin_charge:R:1
C 1.69891 1.51977 -1.91623 0.089
H 0.78090 1.80743 -1.77156 0.011
H 2.04262 1.85406 -3.06597 0.162
H 2.41043 1.99343 -1.36784 0.030
O 1.74731 -0.06388 -1.96672 0.026
C 2.86128 -0.48110 -1.43411 -0.604
O 3.81141 0.14859 -1.15490 0.156
C 2.89593 -1.89608 -1.54169 -0.170
C 3.76676 -2.35146 -0.36610 -0.130
C 3.28315 -1.94301 1.06001 -0.067
N 1.73788 -1.55602 1.04554 0.025
C 1.15649 -0.42937 1.12099 -0.469
N 2.11477 0.31337 1.23310 0.215
C 1.64837 1.84033 1.39549 -0.105
C 2.50274 2.82873 1.29537 -0.025
C 1.95134 4.08416 1.42038 -0.079
C 0.68436 4.18830 1.17092 -0.157
C -0.27911 3.25652 1.17623 -0.063
C 0.33906 2.10467 1.17094 -0.244
N -0.63828 1.00027 1.49510 0.209
C -0.18919 -0.26496 1.33007 -0.094
C -1.31568 -1.16968 2.03628 -0.044
C -0.68978 -2.35991 2.51998 -0.178
N -0.38091 -3.37287 3.16065 0.148
C -2.14443 -1.33951 0.45308 -0.500
O -1.77241 -2.10476 -0.30603 0.220
O -3.28074 -1.08595 0.92139 0.078
C -4.20874 -0.66810 -0.16914 -0.208
H -5.27166 -1.23070 0.38256 0.232
C -4.35337 0.57669 -0.55339 -0.371
C -3.04490 1.24413 -1.21377 0.041
H -2.33480 1.12024 -0.50348 0.024
H -2.67124 0.54113 -1.95555 0.111
H -3.19466 2.01931 -1.56200 -0.051
C -5.51011 0.61585 -1.68695 -0.015
H -6.38269 0.52052 -1.26259 -0.003
H -5.17592 0.08255 -2.72326 0.156
H -5.61560 1.72778 -1.75653 0.090
H -4.70054 1.27486 0.24826 0.166
H -4.03768 -1.35518 -0.85833 0.081
H -1.71588 -0.83144 2.80704 0.053
H -1.44152 3.54254 1.21515 0.179
H 0.19925 5.32323 1.04024 0.165
H 2.64888 4.81734 1.34744 0.090
H 3.46275 2.70721 1.45765 0.084
C 1.33322 -2.83405 0.19468 -0.071
C 1.61625 -2.66775 -1.23349 -0.104
H 0.91178 -2.07529 -1.70749 0.091
H 1.54883 -3.43427 -1.88208 0.101
H 1.41395 -3.66952 0.61252 0.040
H 0.12230 -2.71939 0.25149 0.135
H 3.51020 -2.57195 1.80937 0.066
H 3.84814 -0.86323 1.23107 0.156
H 4.88726 -2.04878 -0.30157 0.138
H 4.00462 -3.53310 -0.18143 0.162
H 3.40866 -2.13168 -2.16082 0.022
```

Net charge: 0
Gap between HOMO and LUMO: 0.2924 Ha
HOMO energy: -8.07 eV

<b>
Below is one molecule with the formula C22H26N4O4, with properties calculated with wB97M-V/def2-TZVPD.

Geometry as XYZ:
```
56
Properties=species:S:1:pos:R:3:lowdin_charge:R:1
C 3.77843 -5.38147 1.73819 -0.064
C 3.55427 -4.58496 3.02134 -0.248
O 3.33348 -3.21286 2.78159 -0.038
C 2.13363 -2.80046 2.28074 -0.195
C 1.00638 -3.58559 2.11594 -0.012
C -0.17731 -3.05870 1.61785 -0.015
C -0.23732 -1.72128 1.27192 -0.212
N -1.39106 -1.10875 0.75459 0.138
C -2.59274 -1.66792 0.48502 -0.476
O -2.89727 -2.82485 0.67818 0.073
C -3.60337 -0.66750 -0.08544 -0.110
N -3.05259 0.14270 -1.16580 -0.240
C -2.58096 -0.70151 -2.25547 -0.054
C -4.04429 1.08876 -1.65967 -0.109
C -3.41030 2.18615 -2.50818 -0.448
O -3.97747 2.72517 -3.42750 0.089
N -2.15843 2.48941 -2.05828 0.144
C -1.25789 3.43481 -2.52425 -0.156
C -1.50765 4.25399 -3.62111 0.008
C -0.55942 5.17393 -4.02855 -0.055
C 0.65094 5.30083 -3.35988 -0.078
C 0.91689 4.50117 -2.26760 -0.023
C -0.03044 3.56913 -1.84397 -0.166
C 0.21811 2.75762 -0.72233 -0.144
N 0.37056 2.08110 0.19363 0.210
C 0.88898 -0.91237 1.43426 0.036
C 2.06903 -1.43033 1.93220 -0.184
O 3.22436 -0.73262 2.10431 -0.031
C 3.22330 0.67059 1.94247 -0.244
C 2.56403 1.39942 3.10993 -0.065
H 4.00288 -6.41637 1.98218 0.075
H 2.89634 -5.35018 1.10357 0.066
H 4.61349 -4.95792 1.18600 0.079
H 2.73380 -5.01697 3.60885 0.115
H 4.46113 -4.60755 3.63261 0.123
H 1.02217 -4.63045 2.38061 0.107
H -1.04110 -3.68960 1.50229 0.098
H -1.28162 -0.12799 0.53076 0.123
H -4.48200 -1.24714 -0.40792 0.134
H -3.91089 0.00012 0.72628 0.134
H -1.78617 -1.35076 -1.89380 0.092
H -3.38311 -1.32801 -2.66710 0.102
H -2.18685 -0.07447 -3.05401 0.092
H -4.51827 1.58569 -0.80654 0.138
H -4.83860 0.60925 -2.25162 0.139
H -1.84504 1.89877 -1.29202 0.116
H -2.44559 4.16000 -4.14253 0.105
H -0.76787 5.80120 -4.88174 0.110
H 1.38185 6.02227 -3.69006 0.105
H 1.85006 4.58493 -1.73048 0.121
H 0.81973 0.12542 1.15420 0.052
H 2.75146 0.95776 0.99467 0.097
H 4.28403 0.93341 1.89322 0.123
H 2.65066 2.47288 2.96607 0.074
H 1.51175 1.13884 3.18217 0.066
H 3.05388 1.12324 4.04024 0.078
```

SMILES string: CCOc1ccc(NC(=O)CN(C)CC(=O)Nc2ccccc2C#N)cc1OCC
Net charge: 0
Gap between HOMO and LUMO: 0.2721 Ha
HOMO energy: -7.46 eV

We find <b> to be the most stable, with the next structure 2018.3 kJ/mol higher.